A cluster of 12 separate species, C48H124N4O16 in total at a distorted geometry. Source: OMol25; level of theory: ωB97M-V/def2-TZVPD.

Calculated values
- relative energy (zero: lowest compared OMol25 entry of this formula, charge and spin) (eV) = 1.7852
- HOMO level (eV) = -8.6
- frontier orbital gap (Ha) = 0.334
- DFT total energy (Eh) = -3325.78552

Geometry (Å):
C 4.90849 6.00042 3.37482
O 4.62326 4.71453 2.93479
C 3.95706 3.98260 3.88973
C 3.69035 2.59655 3.24598
N 4.82561 1.67208 3.37104
C 4.53239 0.24075 3.14313
C 4.23160 -0.45019 4.46310
O 3.97203 -1.82910 4.24964
C 4.54506 -2.58045 5.32415
H 5.29040 5.97228 4.42455
H 3.98613 6.54200 3.29773
H 5.70318 6.39541 2.64297
H 2.96073 4.48367 4.09860
H 4.60375 3.83856 4.75499
H 3.37016 2.67869 2.24347
H 2.79715 2.18042 3.72168
H 5.52246 2.00136 2.70191
H 5.37728 -0.31658 2.71391
H 3.82136 0.15778 2.32091
H 3.33149 -0.07031 4.92618
H 5.14256 -0.30727 5.11201
H 5.66444 -2.48801 5.36159
H 4.43611 -3.62987 5.13922
H 4.05855 -2.31214 6.24348
C -1.09933 -3.75633 -1.06706
O -1.00260 -4.65349 -2.20793
C -0.15159 -5.73528 -2.04001
C 0.20841 -6.23300 -3.44071
N 0.97760 -5.19171 -4.16847
C 1.55286 -5.72472 -5.45208
C 2.10401 -4.68356 -6.41685
O 1.14788 -3.86268 -6.94602
C 1.72856 -2.81441 -7.72078
H -2.06211 -3.26796 -1.23021
H -0.28824 -2.98620 -1.05415
H -0.99516 -4.36342 -0.12380
H -0.64249 -6.49974 -1.45545
H 0.80906 -5.52140 -1.46438
H -0.69496 -6.47293 -3.94768
H 0.89976 -7.06204 -3.35402
H 0.45368 -4.39005 -4.39293
H 0.87262 -6.34804 -5.97622
H 2.34239 -6.40919 -5.11587
H 2.68010 -5.19690 -7.18918
H 2.83089 -4.01973 -5.87096
H 0.97078 -2.04900 -7.89524
H 1.98639 -3.19490 -8.68624
H 2.59003 -2.26443 -7.33859
C -2.82864 5.79305 -3.49783
O -2.47359 4.51412 -3.89875
C -1.04417 4.18256 -3.95754
C -1.12911 2.78228 -4.50542
N -1.47653 1.86389 -3.41522
C -1.26903 0.41086 -3.55901
C -1.57969 -0.25775 -2.23411
O -2.93883 -0.14511 -1.84929
C -3.94416 -0.34096 -2.84848
H -2.45009 5.99380 -2.46806
H -3.86172 6.02900 -3.71522
H -2.17060 6.52394 -4.06393
H -0.54848 4.26151 -2.94927
H -0.45062 4.88531 -4.59633
H -0.09429 2.54302 -4.81441
H -1.81384 2.67368 -5.39793
H -2.40360 2.11296 -3.19612
H -0.18070 0.30414 -3.67560
H -1.74343 -0.13023 -4.32881
H -0.97279 0.20349 -1.42395
H -1.26404 -1.33383 -2.31429
H -3.55337 -1.04092 -3.59172
H -4.07723 0.58955 -3.45759
H -4.83813 -0.72853 -2.35769
C 3.13781 5.24539 -7.88499
O 3.60794 5.12369 -6.56873
C 4.01988 3.80790 -6.26038
C 4.38484 3.72007 -4.80796
N 3.19405 4.05065 -4.03825
C 3.42364 4.14960 -2.61823
C 3.72657 2.81835 -2.02470
O 5.18541 2.63920 -2.07904
C 5.52814 1.48055 -1.41152
H 2.72834 6.25740 -7.85856
H 2.34923 4.53388 -8.08231
H 3.93602 5.15665 -8.59996
H 4.85399 3.54661 -6.86703
H 3.25862 3.00405 -6.41104
H 5.18705 4.53434 -4.68261
H 4.68311 2.72331 -4.61502
H 2.86084 4.98648 -4.38458
H 2.48909 4.54281 -2.10699
H 4.31384 4.80793 -2.34904
H 3.21295 2.05970 -2.66193
H 3.51948 2.68505 -0.95895
H 5.09081 1.40531 -0.40356
H 6.63365 1.62551 -1.29073
H 5.36506 0.62540 -1.98516
C 3.64489 -1.75391 -1.69012
C 2.62746 -2.38791 -2.56125
C 2.64883 -1.75561 -4.00178
O 3.02840 -3.74689 -2.69420
H 4.57254 -1.63984 -2.23964
H 3.78368 -2.37687 -0.79514
H 3.32013 -0.77618 -1.32490
H 1.62593 -2.26193 -2.12472
H 2.65994 -0.70704 -3.94801
H 1.68591 -1.97850 -4.48957
H 3.50367 -2.01300 -4.61152
H 2.37060 -4.37674 -3.10181
C -5.36982 -3.41874 5.38089
C -4.05299 -2.82757 4.87921
C -2.92859 -3.41290 5.66403
O -3.93651 -3.12729 3.46092
H -5.23371 -4.51796 5.31248
H -6.23429 -3.08258 4.81655
H -5.52183 -3.11847 6.40852
H -4.00459 -1.70447 4.94083
H -3.16457 -4.47413 5.87173
H -2.94118 -2.83410 6.63275
H -1.96912 -3.26166 5.28104
H -3.13303 -3.68858 3.40759
C 0.43061 -4.72756 4.40284
C -0.12506 -3.91671 3.23236
C 0.80106 -3.77565 2.05608
O -1.33919 -4.54355 2.82781
H -0.35877 -4.97880 5.10812
H 1.22357 -4.27614 4.98110
H 0.84841 -5.72002 4.01055
H -0.44534 -2.89213 3.53749
H 0.96985 -4.78220 1.65803
H 1.76731 -3.28031 2.36663
H 0.20973 -3.19434 1.26094
H -1.41654 -4.53008 1.85499
C -1.48207 5.68748 1.05807
C -0.64874 4.49692 0.51713
C 0.80166 4.57583 0.93466
O -1.21408 3.27090 1.07613
H -2.55801 5.57274 0.77202
H -1.17426 6.66143 0.66095
H -1.46928 5.83260 2.12936
H -0.77272 4.55833 -0.55565
H 1.22431 3.61902 0.77864
H 0.79142 4.64236 1.99119
H 1.31941 5.39809 0.46387
H -2.03312 2.91875 0.53015
C -1.93714 1.93841 6.87110
C -0.64080 1.22514 6.88261
C -0.55802 -0.21311 6.48290
O 0.34208 2.00510 6.12992
H -1.67533 2.99534 7.03707
H -2.60312 1.53642 7.60664
H -2.42999 1.81714 5.92883
H -0.22553 1.29850 7.92293
H 0.41076 -0.64794 6.76541
H -0.55965 -0.16625 5.41455
H -1.41288 -0.79142 6.78428
H 0.08445 2.11827 5.19356
C -5.64960 2.91702 0.44065
C -4.62861 1.90738 0.81054
C -5.05573 0.45826 0.92022
O -3.51604 2.08270 -0.09380
H -5.79326 2.73065 -0.64173
H -5.27911 3.89674 0.51552
H -6.62644 2.84139 0.85146
H -4.25335 2.20350 1.81111
H -5.38494 0.01280 -0.01824
H -5.81765 0.25839 1.65501
H -4.15951 -0.20690 1.10569
H -3.34893 1.31086 -0.62203
C -7.82231 -3.88158 0.77602
C -6.29855 -3.59083 1.05343
C -5.51470 -3.75874 -0.21755
O -6.10440 -2.37820 1.68370
H -8.21089 -3.09192 0.11815
H -8.37641 -3.87119 1.74762
H -7.84334 -4.75849 0.18932
H -5.94936 -4.36249 1.73004
H -4.44021 -3.54818 0.01141
H -5.92123 -3.08039 -0.97883
H -5.42560 -4.76516 -0.61065
H -5.21288 -2.44614 2.09932
C -1.61859 -0.00282 2.23148
C -0.16814 0.32426 2.56341
C 0.71302 0.19615 1.33231
O -0.14970 1.61219 3.12422
H -1.87016 -0.90296 1.58830
H -1.88944 0.88884 1.58185
H -2.22852 -0.05995 3.14725
H 0.18852 -0.25698 3.39212
H 0.32117 0.86499 0.55174
H 0.81432 -0.76272 0.93874
H 1.74573 0.52511 1.55004
H -0.50576 2.21300 2.43809